Record 1
Formula: C37H36BBrClN3O8P
Source: the Open Molecules 2025 dataset
Level of theory: wB97M-V/def2-TZVPD

Geometry as XYZ:
```
88
Properties=species:S:1:pos:R:3:forces:R:3:mulliken_charge:R:1
C 8.30566 1.10690 -3.64325 0.0 0.9 -0.8 -0.8642
C 6.90523 1.89487 -4.07308 -0.3 0.6 -0.8 -0.2884
B 5.66436 0.85348 -4.44573 3.7 -0.4 -3.8 0.4540
O 5.79446 0.20786 -5.80125 -1.5 2.7 2.7 -0.5628
N 4.44895 0.60019 -3.51975 0.1 -0.1 -1.1 1.1403
O 4.82321 1.15366 -2.32167 -0.2 1.7 2.2 -0.4940
C 3.28987 1.30161 -4.18042 -1.9 1.6 -2.3 -0.8667
C 1.88571 0.48845 -4.26383 -1.5 1.3 -0.6 0.4341
C 0.87392 1.15141 -3.11650 -0.2 0.1 0.4 -0.8094
N 0.04569 2.27422 -3.77491 0.5 -1.1 1.3 -0.6124
O 1.95696 -0.97142 -4.22240 1.8 0.7 0.5 -0.2910
C 3.31525 -1.49198 -4.43118 0.4 1.5 -1.9 -0.1292
P 3.17483 -3.41959 -4.41050 0.5 -2.1 0.2 0.2962
O 4.66034 -4.18812 -4.88848 -2.3 1.9 -1.3 -0.4601
Cl 1.81876 -3.82964 -6.04144 1.4 0.8 1.0 -0.2554
C 4.24894 -0.87259 -3.23879 -1.9 -2.4 0.7 -0.5331
Br 6.06653 -1.73163 -3.06572 -1.0 1.0 -1.0 0.0675
C 3.48517 -1.17855 -1.78580 -0.3 0.0 0.9 -0.2229
C 4.57348 -1.67717 -0.62244 -0.9 -4.4 0.5 -0.1668
N 4.60227 -3.03692 -0.28729 -0.6 6.2 -1.8 -0.5727
H 8.13490 0.38581 -2.73787 0.6 1.5 -1.9 0.2128
H 8.68672 0.56646 -4.62615 -0.9 0.8 2.3 0.2590
H 9.09384 1.96746 -3.43182 -1.7 -2.0 -0.1 0.3393
H 6.60628 2.75316 -3.33713 0.8 -1.7 -1.2 0.2434
H 7.17015 2.43490 -5.10473 -0.6 -1.1 2.2 0.2385
H 5.89224 0.96550 -6.44920 0.3 -1.3 0.9 0.3243
H 4.73110 2.14978 -2.34952 0.1 -1.4 -0.3 0.4401
H 3.04004 2.36734 -3.70260 0.9 -2.5 -0.7 0.2673
H 3.61037 1.55481 -5.30297 -0.5 -0.7 2.5 0.1917
H 1.37956 0.77375 -5.30703 1.3 -0.5 2.2 0.3488
H 0.14359 0.36376 -2.63925 1.8 1.2 -1.0 0.2680
H 1.54893 1.63747 -2.26698 -1.5 -1.2 -1.7 0.2884
H -0.90328 1.88773 -3.98027 1.2 0.7 0.3 0.2781
H -0.05492 3.07504 -3.10594 -0.1 -1.2 -0.8 0.2657
H 3.63099 -1.20983 -5.52130 0.0 0.0 2.1 0.3897
H 4.79378 -4.19220 -5.88140 -0.1 0.1 1.4 0.3211
H 2.83365 -0.25224 -1.41763 1.6 -1.8 -0.9 0.0852
H 2.68844 -2.05811 -1.91933 2.0 1.9 0.0 0.3512
H 5.31892 -0.90538 -0.10086 -1.8 -1.9 -1.2 0.3188
H 3.88695 -3.54665 -0.87538 0.8 0.8 0.7 0.3117
C 0.37826 3.36142 3.31900 -0.2 0.0 -0.3 -0.5098
C -0.49789 3.10929 4.37436 -0.3 0.0 -0.2 -0.5678
C -1.86213 2.94929 4.12632 0.3 0.1 0.1 -0.6405
C -2.35404 3.05381 2.81957 0.5 0.1 0.4 0.1163
C -1.48144 3.33027 1.76778 0.5 0.0 0.3 0.6174
C -0.11012 3.47298 2.01641 0.1 -0.1 0.3 -0.7219
C -1.99590 3.49183 0.39254 0.6 0.2 -0.8 0.6261
O -1.22959 3.73117 -0.53250 -0.1 -0.2 0.2 -0.7409
C -3.44719 3.36957 0.14986 -0.4 0.0 -0.4 0.3748
C -3.95525 3.57762 -1.13911 -0.4 -0.1 -0.1 -0.6321
C -5.32500 3.45081 -1.37999 0.4 0.0 0.1 -0.5217
C -6.18780 3.10764 -0.33947 0.2 0.0 0.3 -0.5212
C -5.68515 2.90531 0.94670 -0.1 0.0 -0.3 -0.7082
C -4.31308 3.04626 1.19346 -0.5 0.0 -0.4 0.3332
C -3.79601 2.86535 2.56433 -1.1 -0.3 1.3 0.6171
O -4.55424 2.56828 3.48031 0.6 0.2 -0.7 -0.6841
H 1.44273 3.47699 3.51103 -0.2 0.0 0.0 0.4008
H -0.11892 3.03496 5.39123 -0.1 0.0 -0.2 0.4154
H -2.53949 2.74748 4.95448 0.0 0.0 -0.3 0.4955
H 0.57899 3.67539 1.19836 -0.3 0.0 0.1 0.4653
H -3.28801 3.84272 -1.95771 0.0 -0.1 0.3 0.4681
H -5.71804 3.61793 -2.38052 0.1 0.0 0.2 0.4098
H -7.25388 3.00169 -0.52831 0.2 0.0 0.1 0.4083
H -6.36545 2.64242 1.75508 0.3 0.1 -0.1 0.5006
C -1.65004 -0.34420 3.37310 -0.1 -0.3 0.2 -0.4011
C -2.70049 -0.21376 2.46505 -0.3 -0.4 0.1 -0.3937
C -3.78965 -1.08445 2.52745 0.3 0.3 -0.1 -0.8815
C -3.82307 -2.09717 3.49376 0.4 0.5 -0.2 0.2442
C -2.76138 -2.24292 4.38578 0.3 0.5 -0.3 0.2463
C -1.67739 -1.35699 4.33289 0.0 0.2 -0.2 -0.9103
C -2.76286 -3.33820 5.37696 1.1 -0.2 1.0 0.6081
O -1.83228 -3.46476 6.16323 -0.5 0.1 -0.5 -0.6765
C -3.89702 -4.28328 5.40099 -0.3 -0.5 0.2 0.1854
C -3.88394 -5.36045 6.29674 -0.2 -0.2 0.0 -0.5224
C -4.95876 -6.25130 6.33524 0.2 0.3 -0.1 -0.4766
C -6.05092 -6.06431 5.48843 0.1 0.3 -0.2 -0.4649
C -6.06409 -4.99536 4.59121 0.0 -0.2 0.2 -0.5424
C -4.98019 -4.10881 4.54092 -0.3 -0.5 0.2 0.1790
C -4.98749 -3.00226 3.56376 -1.3 0.1 -0.9 0.5773
O -5.94489 -2.83992 2.81595 0.6 -0.1 0.4 -0.6779
H -0.80550 0.34009 3.33041 -0.1 -0.1 0.0 0.5070
H -2.67316 0.56768 1.70888 0.0 -0.2 0.1 0.7510
H -4.60855 -0.97335 1.81861 0.1 -0.2 0.3 0.4810
H -0.85130 -1.45617 5.03486 -0.3 -0.1 -0.1 0.4751
H -3.03651 -5.51174 6.96351 -0.1 0.2 -0.2 0.4507
H -4.94417 -7.09004 7.02790 0.0 0.2 -0.1 0.3921
H -6.89156 -6.75390 5.52324 0.2 0.1 0.0 0.3916
H -6.91798 -4.85855 3.92975 0.3 0.1 0.1 0.4518
```
Positions in Å, forces in eV/Å.

Results
E_HOMO in eV: -10.889
Charge: +1

***

Record 2
Formula: C32H28F3N6S2Ti
Source: the Open Molecules 2025 dataset
Level of theory: wB97M-V/def2-TZVPD

Geometry as XYZ:
```
72
Properties=species:S:1:pos:R:3:forces:R:3:lowdin_spin:R:1
Ti -0.22419 -0.30411 -0.08147 -0.5 0.3 -0.2 1.7126
C -1.78401 -3.00441 0.52424 0.0 0.0 0.0 0.0029
C -2.36389 -2.43334 1.80997 0.0 -0.1 0.0 0.0015
C -1.47018 -1.54811 2.64450 0.0 0.0 0.0 0.0096
C -1.70770 -1.44767 4.00868 0.0 0.0 0.0 -0.0015
C -0.90142 -0.63683 4.78751 0.0 0.0 0.0 0.0106
C 0.14957 0.03796 4.18719 0.0 0.0 0.0 -0.0008
C 0.34274 -0.11865 2.82915 0.0 -0.1 0.0 0.0136
N -0.46361 -0.87965 2.06419 0.0 -0.1 0.0 0.0060
N -1.62663 -2.05144 -0.59259 0.0 0.0 0.0 0.0105
C -1.00683 -2.75410 -1.72955 0.0 0.0 0.0 0.0077
C -0.56053 -1.77520 -2.78657 0.0 0.0 0.0 0.0135
C -0.40549 -2.14956 -4.11060 0.0 0.0 0.0 -0.0014
C 0.01636 -1.19977 -5.02687 0.0 0.0 0.0 0.0150
C 0.25188 0.09626 -4.59284 0.0 0.0 0.0 -0.0015
C 0.07595 0.39104 -3.25362 0.0 0.0 0.0 0.0135
N -0.31443 -0.53011 -2.36276 0.2 0.0 0.2 0.0063
C -2.93190 -1.49687 -1.01363 0.0 0.0 0.0 0.0058
C -3.33118 -0.25159 -0.26198 0.0 0.0 0.0 0.0138
C -4.66471 0.06609 -0.05829 0.0 0.0 0.0 -0.0018
C -4.97904 1.24022 0.60636 0.0 0.0 0.0 0.0138
C -3.95037 2.05454 1.05333 0.0 0.0 0.0 -0.0015
C -2.64577 1.66640 0.80966 0.0 0.0 0.0 0.0149
N -2.33801 0.53854 0.15850 0.2 -0.1 0.0 0.0135
H -0.80394 -3.44273 0.72439 0.0 0.0 0.0 0.0007
H -2.44133 -3.82127 0.19656 0.0 0.0 0.0 0.0001
H -3.30861 -1.91903 1.61606 0.0 0.0 0.0 0.0004
H -2.63084 -3.29217 2.42993 0.0 0.0 0.0 0.0002
H -2.52107 -2.00759 4.45079 0.0 0.0 0.0 -0.0003
H -1.08295 -0.54544 5.85008 0.0 0.0 0.0 0.0007
H 0.81750 0.66999 4.75420 0.0 0.0 0.0 -0.0003
H 1.17100 0.36550 2.31740 0.0 0.0 0.0 0.0022
H -0.14049 -3.30678 -1.35801 0.0 0.0 0.0 0.0013
H -1.69893 -3.48666 -2.16519 0.0 0.0 0.0 0.0010
H -0.61582 -3.16593 -4.41596 0.0 0.0 0.0 -0.0003
H 0.15027 -1.46557 -6.06680 0.0 0.0 0.0 0.0009
H 0.56812 0.87033 -5.27692 0.0 0.0 0.0 -0.0004
H 0.26041 1.38057 -2.85257 0.0 0.0 0.0 0.0005
H -2.86047 -1.23317 -2.07066 0.0 0.0 0.0 0.0006
H -3.71517 -2.25943 -0.92865 0.0 0.0 0.0 0.0004
H -5.44134 -0.59905 -0.41233 0.0 0.0 0.0 -0.0003
H -6.01190 1.51216 0.77688 0.0 0.0 0.0 0.0009
H -4.14894 2.97608 1.58109 0.0 0.0 0.0 -0.0004
H -1.80534 2.26901 1.13305 0.0 0.0 0.0 0.0011
S 0.67417 2.02762 -0.12646 0.0 0.0 0.0 0.0098
C 2.37828 1.72723 0.08805 -0.1 -0.1 0.0 0.0104
N 2.89723 1.11266 1.10161 0.0 0.1 0.0 0.0025
C 4.26683 0.96056 0.94842 0.0 0.0 0.0 0.0002
C 5.10828 0.32672 1.86266 0.0 0.0 0.0 0.0003
C 6.45326 0.22351 1.57164 0.0 0.0 0.0 0.0000
C 6.97350 0.74461 0.38221 0.0 0.0 0.0 0.0007
C 6.15477 1.37983 -0.53228 0.0 0.0 0.0 0.0000
C 4.79808 1.48057 -0.23976 0.0 0.0 0.0 0.0012
S 3.51195 2.18451 -1.16923 0.0 0.1 0.1 0.0009
H 4.69681 -0.06706 2.78310 0.0 0.0 0.0 0.0000
H 7.11691 -0.26726 2.27077 0.0 0.0 0.0 0.0000
H 8.03138 0.65326 0.17639 0.0 0.0 0.0 0.0000
H 6.56023 1.78812 -1.44840 0.0 0.0 0.0 0.0000
F 5.55012 -4.57304 0.11098 0.0 0.0 0.0 0.0003
C 5.49090 -3.45620 -0.62522 0.0 0.0 0.0 0.0021
F 5.70704 -3.79798 -1.90405 0.0 0.0 0.0 0.0009
F 6.49989 -2.66349 -0.24576 0.0 0.0 0.0 0.0014
C 4.16306 -2.75503 -0.47304 0.0 0.0 0.0 0.0184
C 3.81608 -1.74703 -1.35825 0.0 0.0 0.0 -0.0027
C 2.59912 -1.11655 -1.19379 -0.1 0.0 0.0 0.0238
N 1.73650 -1.42863 -0.21430 0.0 -0.1 -0.1 0.0229
C 2.09676 -2.39215 0.64131 0.0 0.1 0.0 0.0216
C 3.29362 -3.08111 0.55144 0.0 0.0 0.0 -0.0027
H 4.47802 -1.45205 -2.16066 0.0 0.0 0.0 -0.0005
H 2.30750 -0.30754 -1.85167 0.0 -0.1 0.0 0.0026
H 1.39919 -2.60770 1.44123 0.0 0.0 0.0 0.0013
H 3.53440 -3.85413 1.26643 0.0 0.0 0.0 -0.0006
```
Positions in Å, forces in eV/Å.

Results
Energy above the lowest of the compared OMol25 structures with the same formula, charge and spin in eV: 0.142
2S+1: 3
E_HOMO (alpha / beta) in eV: -8.985 / -10.057
Charge: +1

***

charge of number 1 (C37H36BBrClN3O8P)? +1